(1)
{
  "formula": "C22H75F3N15O17",
  "method": "ωB97M-V/def2-TZVPD",
  "species": ["C", "O", "O", "C", "F", "F", "F", "C", "C", "H", "H", "H", "H", "H", "H", "C", "O", "N", "N", "H", "H", "H", "H", "C", "O", "N", "N", "H", "H", "H", "H", "C", "O", "N", "N", "H", "H", "H", "H", "C", "O", "N", "N", "H", "H", "H", "H", "C", "O", "N", "N", "H", "H", "H", "H", "C", "O", "N", "N", "H", "H", "H", "H", "C", "C", "C", "O", "C", "N", "H", "H", "H", "H", "H", "H", "H", "H", "H", "H", "H", "C", "C", "C", "O", "C", "N", "H", "H", "H", "H", "H", "H", "H", "H", "H", "H", "H", "C", "C", "C", "O", "C", "N", "H", "H", "H", "H", "H", "H", "H", "H", "H", "H", "H", "O", "H", "H", "O", "H", "H", "O", "H", "H", "O", "H", "H", "O", "H", "H", "O", "H", "H"],
  "coordinates": [[9.312, -1.660, 4.672], [10.118, -1.332, 3.525], [10.097, -2.419, 5.467], [8.497, -0.422, 5.252], [9.154, 0.639, 5.740], [7.625, -0.032, 4.290], [7.634, -0.786, 6.236], [9.608, -1.142, 2.208], [10.728, -1.395, 1.201], [11.698, -0.999, 1.508], [11.042, -2.426, 1.009], [10.391, -1.047, 0.226], [9.363, -0.073, 2.204], [8.667, -1.668, 2.019], [8.488, -2.300, 4.320], [15.175, 0.042, 0.623], [15.028, 0.248, -0.589], [15.695, 0.999, 1.448], [14.884, -1.100, 1.268], [15.867, 1.907, 1.060], [15.518, 0.814, 2.419], [14.444, -1.804, 0.686], [15.035, -1.388, 2.223], [6.057, -1.740, -1.899], [4.910, -1.502, -2.249], [7.074, -2.030, -2.757], [6.459, -1.902, -0.613], [7.900, -2.461, -2.388], [6.873, -1.946, -3.737], [7.241, -2.489, -0.386], [5.872, -1.562, 0.128], [6.579, 4.155, 6.451], [5.962, 4.683, 7.371], [6.071, 3.271, 5.579], [7.945, 4.308, 6.310], [6.646, 2.532, 5.214], [5.115, 3.008, 5.761], [8.315, 4.011, 5.422], [8.416, 4.886, 6.979], [11.079, -5.427, -0.167], [11.354, -5.378, -1.364], [9.859, -5.822, 0.336], [11.928, -5.054, 0.806], [9.846, -5.916, 1.335], [9.186, -6.298, -0.235], [11.623, -5.086, 1.762], [12.557, -4.326, 0.497], [13.558, -3.019, 3.969], [14.760, -3.129, 3.726], [12.926, -1.888, 4.366], [12.630, -4.037, 3.980], [11.952, -1.930, 4.645], [13.387, -1.032, 4.618], [13.011, -4.964, 3.875], [11.686, -3.954, 4.326], [9.077, 1.793, -2.063], [10.026, 2.553, -2.235], [7.925, 1.876, -2.770], [9.116, 0.748, -1.184], [7.153, 1.278, -2.536], [7.802, 2.782, -3.190], [9.981, 0.578, -0.707], [8.262, 0.242, -1.039], [9.966, 1.415, 12.198], [8.674, 2.229, 12.345], [7.631, 1.811, 11.292], [7.964, 2.088, 9.940], [7.583, 1.012, 9.107], [8.133, 2.075, 13.726], [9.813, 0.362, 12.461], [10.772, 1.645, 12.896], [10.341, 1.470, 11.177], [8.894, 3.293, 12.247], [6.673, 2.299, 11.480], [7.621, 0.730, 11.475], [8.001, 0.022, 9.339], [7.739, 1.259, 8.063], [6.554, 0.656, 9.263], [7.310, 2.671, 13.766], [7.754, 1.139, 13.845], [6.441, -3.542, 8.002], [5.378, -2.618, 7.418], [5.199, -2.753, 5.909], [4.169, -1.861, 5.484], [4.677, -0.580, 5.104], [4.081, -2.923, 8.081], [7.398, -3.577, 7.471], [6.056, -4.551, 8.157], [6.763, -3.179, 8.983], [5.711, -1.614, 7.684], [4.900, -3.712, 5.487], [6.187, -2.456, 5.545], [5.216, -0.021, 5.868], [4.004, -0.065, 4.420], [5.453, -0.798, 4.355], [4.138, -2.641, 9.053], [3.907, -3.920, 8.071], [1.600, -5.882, 1.189], [2.768, -4.863, 1.303], [4.135, -5.430, 1.743], [5.088, -4.411, 1.842], [6.319, -4.917, 2.353], [2.982, -4.281, -0.045], [0.740, -5.303, 0.849], [1.333, -6.265, 2.176], [1.837, -6.679, 0.486], [2.462, -4.035, 1.947], [4.495, -6.165, 1.010], [3.978, -5.916, 2.716], [6.960, -5.477, 1.666], [6.197, -5.577, 3.216], [6.841, -4.028, 2.702], [2.306, -4.724, -0.651], [3.931, -4.499, -0.312], [9.371, -5.295, 5.338], [10.022, -5.747, 5.884], [9.556, -4.349, 5.477], [11.364, -1.199, 8.571], [10.904, -1.403, 9.392], [10.699, -1.329, 7.877], [11.320, 2.361, 4.338], [10.625, 1.692, 4.355], [11.971, 2.019, 3.718], [13.611, -2.759, -0.606], [13.841, -3.219, -1.422], [13.223, -1.924, -0.900], [11.355, -3.904, 7.438], [11.353, -3.176, 8.069], [11.176, -3.462, 6.594], [8.193, 2.570, 3.583], [7.727, 1.841, 3.161], [8.767, 2.925, 2.894]],
  "lowdin_charge": [-0.4189, -0.1154, -0.2138, -0.4940, 0.1474, 0.0830, 0.1009, -0.2400, -0.0506, 0.0763, 0.0563, 0.0432, 0.0997, 0.1098, 0.1347, -0.6914, -0.0073, 0.1380, 0.1693, 0.0980, 0.0864, 0.0494, 0.0751, -0.7084, 0.0271, 0.1493, 0.1524, 0.0944, 0.1066, 0.0897, 0.1087, -0.6902, 0.0051, 0.1546, 0.1582, 0.0602, 0.1046, 0.0670, 0.0993, -0.6932, 0.0049, 0.1447, 0.1593, 0.0837, 0.0941, 0.0719, 0.0704, -0.6597, -0.0030, 0.1697, 0.1557, 0.0520, 0.1049, 0.1015, 0.0689, -0.6933, 0.0172, 0.1520, 0.1581, 0.0872, 0.1072, 0.0766, 0.0680, -0.0664, -0.4233, -0.2168, -0.1578, -0.1226, 0.0243, 0.0726, 0.0715, 0.0776, 0.1353, 0.1278, 0.1155, 0.0794, 0.0722, 0.0838, 0.0612, 0.0628, -0.0648, -0.4171, -0.1916, -0.1825, -0.1051, 0.0360, 0.0728, 0.0727, 0.0714, 0.1189, 0.1308, 0.0961, 0.0761, 0.0891, 0.0634, 0.0610, 0.0620, -0.0661, -0.4012, -0.2379, -0.1879, -0.0981, 0.0362, 0.0742, 0.0709, 0.0752, 0.1305, 0.1299, 0.1240, 0.0733, 0.0881, 0.0774, 0.0516, 0.0540, -0.0867, 0.0236, -0.0199, -0.0543, 0.0413, 0.0272, -0.0546, -0.0030, 0.0301, -0.0514, 0.0737, 0.0610, -0.0800, -0.0108, -0.0271, -0.0545, 0.0329, 0.0585],
  "charge": -1,
  "mol_weight_g_mol": 878.92,
  "spin_multiplicity": 1,
  "homo_lumo_gap_ev": 8.701,
  "e_homo_ev": -7.02
}

=====

(2)
{
  "formula": "CH3O4S",
  "method": "ωB97M-V/def2-TZVPD",
  "species": ["C", "O", "O", "O", "O", "S", "H", "H", "H"],
  "coordinates": [[0.068, 1.121, 0.095], [0.819, -2.680, 0.905], [0.727, -2.610, -1.550], [-0.993, 1.551, 0.895], [-1.991, 2.130, 0.089], [0.058, -2.292, -0.310], [1.017, 1.284, 0.785], [0.194, 1.439, -0.858], [0.100, 0.057, -0.051]],
  "nbo_charge": [-0.2435, -0.9169, -0.9214, -0.3120, -0.4872, 1.4222, 0.1417, 0.1753, 0.1418],
  "charge": -1,
  "mol_weight_g_mol": 111.10,
  "spin_multiplicity": 1,
  "homo_lumo_gap_ev": [7.713, 2.677],
  "e_above_lowest_kcal_mol": 142.2,
  "e_homo_ev": [-4.31, -1.17]
}

=====

(3)
{
  "formula": "C2H5NS2",
  "method": "ωB97M-V/def2-TZVPD",
  "species": ["N", "C", "C", "S", "S", "H", "H", "H", "H", "H"],
  "coordinates": [[-1.284, -0.753, -0.324], [-0.364, 0.297, -0.571], [1.012, 0.386, 0.181], [2.256, 1.537, -0.027], [1.017, -0.708, 1.620], [-2.314, -0.241, 0.193], [-1.495, -1.611, -0.974], [-1.056, 1.038, -0.067], [-0.122, 0.485, -1.699], [2.349, -0.432, 1.669]],
  "nbo_charge": [-0.8735, -0.3179, -0.2247, -0.0411, 0.0658, 0.3804, 0.4060, 0.2387, 0.2115, 0.1548],
  "mol_weight_g_mol": 107.20,
  "spin_multiplicity": 1,
  "homo_lumo_gap_ev": 8.205,
  "e_above_lowest_kcal_mol": 67.8,
  "e_homo_ev": -8.58,
  "smiles": "NCC(=S)S"
}

=====

(4)
{
  "formula": "C18H20N4O7RuS2",
  "method": "ωB97M-V/def2-TZVPD",
  "species": ["Ru", "O", "C", "O", "C", "O", "C", "C", "O", "O", "H", "H", "H", "H", "H", "S", "C", "C", "C", "C", "C", "C", "S", "H", "H", "H", "H", "C", "N", "C", "C", "N", "H", "H", "H", "H", "H", "H", "C", "N", "C", "C", "C", "O", "N", "C", "O", "H", "H", "H", "H", "H"],
  "coordinates": [[0.729, 0.195, 0.129], [-2.946, 4.839, -0.815], [-1.824, 4.067, -0.855], [-1.736, 3.102, -1.546], [-0.740, 4.634, 0.044], [0.340, 3.794, 0.313], [1.371, 3.773, -0.668], [1.270, 2.739, -1.804], [1.413, 3.177, -2.946], [1.201, 1.502, -1.499], [-3.567, 4.414, -1.425], [-1.196, 4.889, 1.003], [-0.419, 5.576, -0.426], [2.291, 3.543, -0.127], [1.454, 4.767, -1.117], [0.914, -1.778, 1.301], [1.820, -1.311, 2.720], [2.544, -2.243, 3.465], [3.193, -1.869, 4.630], [3.132, -0.549, 5.066], [2.431, 0.389, 4.325], [1.782, 0.030, 3.144], [0.858, 1.197, 2.214], [2.594, -3.268, 3.117], [3.756, -2.604, 5.194], [3.639, -0.249, 5.976], [2.385, 1.422, 4.652], [-3.887, -1.979, -0.163], [-3.397, -1.028, 0.825], [-3.959, -1.057, 2.164], [-2.241, -0.429, 0.621], [-1.240, 0.105, 0.451], [-4.919, -1.736, -0.429], [-3.854, -2.992, 0.247], [-3.252, -1.930, -1.046], [-5.026, -0.829, 2.121], [-3.459, -0.316, 2.783], [-3.824, -2.043, 2.618], [-0.437, -2.997, -4.417], [0.450, -2.370, -3.456], [1.801, -2.365, -3.653], [2.652, -1.786, -2.793], [2.076, -1.139, -1.641], [2.729, -0.562, -0.746], [0.723, -1.127, -1.500], [-0.132, -1.724, -2.348], [-1.354, -1.758, -2.219], [0.113, -3.769, -4.955], [-0.830, -2.269, -5.129], [-1.276, -3.443, -3.891], [2.135, -2.862, -4.555], [3.718, -1.772, -2.951]],
  "lowdin_spin": [0.7009, 0.0000, 0.0000, 0.0001, -0.0001, 0.0018, 0.0007, 0.0044, 0.0008, 0.0196, 0.0000, 0.0000, 0.0000, 0.0000, 0.0001, 0.0521, 0.0103, 0.0039, 0.0073, 0.0037, 0.0089, 0.0164, 0.1560, -0.0002, 0.0005, 0.0002, 0.0008, 0.0000, 0.0017, 0.0004, 0.0006, 0.0002, 0.0001, 0.0000, 0.0000, -0.0001, 0.0004, 0.0001, 0.0000, 0.0000, 0.0010, 0.0003, 0.0027, -0.0014, 0.0033, 0.0006, 0.0015, 0.0000, 0.0000, 0.0000, 0.0000, 0.0001],
  "charge": -1,
  "mol_weight_g_mol": 569.58,
  "spin_multiplicity": 2,
  "homo_lumo_gap_ev": [6.409, 6.480],
  "e_above_lowest_kcal_mol": 24.3,
  "e_homo_ev": [-3.83, -4.04]
}

=====

(5)
{
  "formula": "C20H27CrN7O3S",
  "method": "ωB97M-V/def2-TZVPD",
  "species": ["Cr", "N", "C", "C", "O", "N", "C", "C", "O", "O", "H", "H", "H", "H", "H", "H", "N", "C", "C", "C", "C", "C", "C", "S", "N", "C", "C", "C", "C", "C", "C", "N", "H", "H", "H", "H", "H", "H", "H", "H", "H", "C", "C", "C", "C", "N", "N", "H", "H", "H", "H", "H", "H", "H", "H", "H", "H", "H", "H"],
  "coordinates": [[-1.054, 0.987, 0.216], [-0.687, 2.776, 1.341], [-1.778, 3.744, 1.094], [-3.052, 2.976, 0.747], [-4.143, 3.463, 0.915], [-2.799, 1.696, 0.303], [-3.749, 0.680, 0.706], [-3.032, -0.100, 1.870], [-3.651, -0.784, 2.643], [-1.736, 0.078, 1.824], [-0.778, 2.414, 2.288], [0.216, 3.237, 1.323], [-1.522, 4.412, 0.272], [-1.994, 4.363, 1.963], [-3.923, -0.051, -0.087], [-4.695, 1.088, 1.048], [-0.762, -1.714, -2.885], [-0.127, -2.855, -2.330], [0.790, -3.592, -3.065], [1.427, -4.674, -2.477], [1.180, -5.003, -1.153], [0.286, -4.246, -0.407], [-0.380, -3.189, -1.009], [-1.571, -2.229, -0.112], [-1.287, -0.702, -0.842], [-0.999, -0.629, -2.101], [-0.853, 0.743, -2.623], [-0.953, 1.070, -3.964], [-0.848, 2.397, -4.344], [-0.606, 3.346, -3.362], [-0.509, 2.937, -2.048], [-0.656, 1.667, -1.658], [-0.565, -1.544, -3.858], [0.986, -3.331, -4.099], [2.130, -5.257, -3.056], [1.676, -5.848, -0.696], [0.071, -4.491, 0.625], [-1.143, 0.298, -4.697], [-0.952, 2.691, -5.379], [-0.501, 4.392, -3.611], [-0.308, 3.655, -1.266], [3.373, 0.767, 3.357], [2.490, -0.150, 2.519], [1.532, -0.932, 3.425], [3.358, -1.106, 1.690], [1.685, 0.752, 1.658], [0.855, 0.048, 0.718], [3.970, 0.175, 4.049], [2.764, 1.462, 3.935], [4.056, 1.342, 2.726], [2.071, -1.325, 4.287], [1.082, -1.789, 2.918], [0.735, -0.280, 3.783], [4.081, -1.608, 2.333], [3.920, -0.560, 0.926], [2.764, -1.885, 1.205], [2.315, 1.344, 1.127], [0.381, -0.675, 1.267], [1.420, -0.452, 0.030]],
  "lowdin_spin": [1.0611, -0.0011, 0.0002, -0.0040, -0.0158, -0.0578, -0.0033, -0.0034, -0.0056, 0.0050, 0.0005, 0.0021, -0.0001, -0.0002, -0.0013, -0.0002, 0.0045, 0.0001, 0.0003, -0.0002, 0.0002, -0.0003, -0.0002, -0.0009, -0.0035, 0.0069, 0.0041, -0.0003, 0.0048, 0.0001, 0.0044, -0.0008, 0.0001, 0.0000, 0.0000, 0.0000, 0.0000, -0.0001, 0.0002, -0.0001, 0.0002, 0.0000, -0.0002, 0.0002, 0.0000, 0.0005, 0.0025, 0.0000, 0.0000, 0.0000, 0.0000, 0.0001, 0.0000, 0.0000, 0.0000, 0.0000, 0.0001, 0.0013, 0.0000],
  "charge": 1,
  "mol_weight_g_mol": 497.54,
  "spin_multiplicity": 2,
  "homo_lumo_gap_ev": [6.802, 6.928],
  "e_above_lowest_kcal_mol": 17.3,
  "e_homo_ev": [-11.18, -11.15]
}

=====

(6)
{
  "formula": "C16H21BiO3",
  "method": "ωB97M-V/def2-TZVPD",
  "species": ["Bi", "C", "C", "C", "H", "C", "C", "H", "H", "H", "H", "C", "C", "C", "H", "C", "C", "H", "H", "H", "H", "O", "C", "C", "C", "C", "C", "H", "H", "H", "H", "H", "H", "H", "H", "H", "H", "O", "C", "O", "H"],
  "coordinates": [[0.597, -0.152, 0.064], [-0.604, 2.610, -0.007], [0.807, 2.475, -0.243], [0.975, 1.811, -1.530], [1.609, 2.866, 0.366], [-0.348, 1.567, -2.059], [-1.302, 2.049, -1.120], [-2.369, 1.954, -1.224], [-1.053, 3.034, 0.872], [1.908, 1.657, -2.054], [-0.567, 1.120, -3.017], [-1.312, -0.739, 2.209], [-2.318, -0.175, 1.367], [-2.455, -1.000, 0.216], [-2.859, 0.734, 1.567], [-1.527, -2.067, 0.320], [-0.792, -1.910, 1.549], [-0.074, -2.628, 1.928], [-1.010, -0.369, 3.176], [-3.091, -0.836, -0.646], [-1.446, -2.915, -0.352], [0.918, -1.285, -1.736], [0.024, -3.442, -3.012], [1.421, -3.204, -2.649], [-0.694, -2.600, -3.965], [-0.628, -4.630, -2.481], [1.582, -2.482, -1.304], [1.752, -2.461, -3.396], [1.951, -4.155, -2.623], [1.071, -3.006, -0.470], [2.636, -2.313, -1.014], [-0.461, -2.929, -4.997], [-0.429, -1.533, -3.865], [-1.790, -2.701, -3.843], [-0.391, -5.502, -3.119], [-1.725, -4.518, -2.478], [-0.281, -4.854, -1.458], [2.948, 0.587, 3.570], [2.156, 0.645, 2.637], [2.130, -0.281, 1.659], [1.362, 1.454, 2.474]],
  "nbo_charge": [1.4328, -0.3361, -0.4070, -0.4348, 0.2135, -0.3347, -0.3232, 0.1957, 0.1956, 0.2254, 0.2052, -0.3631, -0.3309, -0.3446, 0.1894, -0.3493, -0.4381, 0.2170, 0.2000, 0.1929, 0.2049, -0.9826, 0.0717, -0.4831, -0.6535, -0.6575, -0.0933, 0.2166, 0.1529, 0.1535, 0.1607, 0.1607, 0.2481, 0.1912, 0.1667, 0.1979, 0.2106, -0.7000, 0.6377, -0.8883, 0.0795],
  "charge": -2,
  "mol_weight_g_mol": 470.32,
  "spin_multiplicity": 1,
  "homo_lumo_gap_ev": [6.151, 2.814],
  "e_above_lowest_kcal_mol": 0.0,
  "e_homo_ev": [-0.76, 2.54]
}